{"formula": "C2H7OS", "method": "the ωB97M-V functional and the def2-TZVPD basis", "e_homo_ha": [-0.3542, -0.3397], "lumo_ev": [0.890, -2.239], "de_lowest_ev": 0.102, "spin_multiplicity": 2, "charge": 0, "e_tot_ha": -553.768659, "symbols": ["C", "C", "S", "H", "H", "H", "H", "H", "H", "H", "O"], "coordinates": [[-0.1988, 0.8148, -1.0335], [-1.0483, 0.5953, 0.2591], [-0.2078, 0.7288, 1.8142], [0.8079, 0.3990, -1.0517], [-0.0816, 1.8921, -1.1378], [-0.7555, 0.4014, -1.8719], [-1.3497, -0.4494, 0.1261], [-1.9031, 1.2594, 0.1667], [1.8158, -1.8327, 0.1443], [1.2807, -1.5652, 1.5847], [1.6404, -2.2436, 0.9997]], "forces_ev_per_a": [[-0.013, 0.722, 0.621], [0.546, -0.667, -1.366], [0.077, 0.066, -0.008], [-0.110, -0.272, 0.368], [0.051, 0.029, -0.407], [-0.013, 0.181, -0.090], [-0.357, 0.026, 0.613], [-0.167, -0.119, 0.303], [-0.116, 0.118, 0.353], [0.055, 0.182, -0.323], [0.048, -0.266, -0.065]]}